1.
A cluster of 2 separate species, C4H9NO3 in total. Source: OMol25; level of theory: ωB97M-V/def2-TZVPD.

Each line ends with the Löwdin charge.
Cartesian coordinates (Å):
H  -3.0063  1.8275  1.8852  0.10
H  -0.4167  1.7548  1.1346  0.14
H  -2.0733  0.4135  2.4197  0.09
C  0.6078  -0.8600  -0.3337  -0.23
H  2.2671  -2.0379  0.3117  0.12
H  -3.1379  0.3094  0.9842  0.10
C  -2.4545  0.9436  1.5481  -0.02
O  0.0779  -0.7648  0.7503  0.04
H  2.4130  -0.8859  -2.4088  0.07
H  0.1774  -0.3532  -1.2190  0.13
O  -1.4712  1.3561  -0.5740  -0.10
C  1.8023  -1.7389  -0.6308  -0.24
C  -1.3437  1.3987  0.6926  -0.19
O  -0.7954  2.6171  -0.8611  -0.21
H  3.1254  -0.2333  -1.0820  0.07
H  1.4408  -2.6493  -1.1262  0.12
N  2.7873  -1.0973  -1.4907  0.00

Properties
* 2S+1: 1
* HOMO-LUMO gap (spin up / spin down): 8.78 / 8.78 eV
* charge: 0
* lowest unoccupied orbital energy (spin up / spin down): 0.0028 / 0.0028 Eh
* E_tot: -438.08271 hartree
* energy relative to the best compared isomer or geometry (same formula, charge and spin): 6.704 eV

2.
An isolated molecule of C4H9NO3SSi. Source: OMol25; level of theory: ωB97M-V/def2-TZVPD.

Each line ends with the Löwdin charge.
Cartesian coordinates (Å):
H  -1.7489  0.5526  1.5405  0.13
Si  1.8847  -0.3118  0.4843  -0.08
N  2.2971  0.7361  1.8004  -0.04
O  -0.3482  -1.7428  -1.1803  0.06
C  -1.8574  -0.0560  -0.4697  -0.30
H  -2.6468  -1.2366  -1.9953  0.08
H  2.7949  1.6354  1.4796  0.07
S  2.2737  0.8563  -1.2599  0.52
H  3.2535  -0.0556  -1.7279  -0.13
H  2.5368  0.4220  2.7006  0.01
O  0.2494  -0.3024  0.5069  -0.08
C  -0.5809  -0.7980  -0.3924  -0.49
H  -1.3960  1.7757  0.2370  0.06
H  -3.0414  1.5837  0.3925  0.10
C  -2.6785  -0.3322  -1.4298  0.09
H  -3.3708  0.4353  -1.7604  0.08
O  2.4043  -1.7981  0.5533  -0.03
C  -2.0835  1.0333  0.5346  -0.04
H  2.0580  -2.3970  -0.0141  0.01

Properties
* 2S+1: 1
* HOMO-LUMO gap: 10.12 eV
* SMILES: C=C(C)C(=O)O[Si@@](N)(O)S
* charge: 0
* lowest unoccupied orbital energy: 0.0166 Eh
* E_tot: -1126.09850 hartree
* energy relative to the best compared isomer or geometry (same formula, charge and spin): 0.257 eV

3.
An isolated molecule of C4H9NO4. Source: OMol25; level of theory: ωB97M-V/def2-TZVPD.

Each line ends with the Löwdin charge.
Cartesian coordinates (Å):
H  -1.0659  -0.9979  2.3435  0.03
O  0.0509  1.8366  0.7229  0.04
O  2.3068  0.9621  -0.4615  0.14
N  -1.7269  -0.9589  -0.1845  0.10
C  -0.0951  0.9542  -0.3157  -0.53
H  -0.1307  1.2731  1.5290  0.09
H  -1.7858  -0.9084  -1.1926  0.09
C  -0.4639  -0.5539  0.3054  -0.52
C  -0.2528  -0.6974  1.7009  -0.05
H  0.7493  -0.6681  2.1065  0.04
O  -1.0261  1.3837  -1.2859  0.03
H  1.2333  -1.7366  0.1278  0.10
O  0.7135  -1.2293  -0.5210  -0.05
H  1.1404  0.4588  -2.0998  0.16
H  3.0511  0.7154  -1.0268  0.14
H  -1.8885  1.3958  -0.8483  0.11
H  -1.9710  -1.8856  0.1352  0.09
C  1.1615  0.6566  -1.0352  -0.01

Properties
* 2S+1: 1
* HOMO-LUMO gap (spin up / spin down): 6.72 / 6.72 eV
* charge: 0
* lowest unoccupied orbital energy (spin up / spin down): 0.0003 / 0.0003 Eh
* E_tot: -513.38853 hartree
* energy relative to the best compared isomer or geometry (same formula, charge and spin): 5.144 eV

4.
The ion C4H9NOS with charge -2. Source: OMol25; level of theory: ωB97M-V/def2-TZVPD.

Each line ends with the Löwdin charge.
Cartesian coordinates (Å):
C  -1.1971  0.3050  0.2087  -0.31
H  1.1175  -1.7768  -0.5934  0.06
S  -2.4239  -0.0178  2.7600  -0.06
H  0.1212  -0.3491  -2.1301  0.06
O  2.7611  -1.2210  -1.7049  -0.37
C  1.7529  -0.8858  -0.9411  -0.61
C  -0.9334  -0.0935  1.6672  -0.79
H  0.7157  1.4290  0.1174  0.08
H  -0.5437  -1.1174  1.6651  0.03
H  2.0484  -0.5075  0.1032  0.07
N  0.7540  0.1805  -1.5346  -0.09
H  -1.6687  -0.5194  -0.3316  0.09
H  -0.3314  1.8794  -1.1212  0.07
H  -1.9371  1.1455  0.2701  0.06
C  -0.0126  0.9857  -0.5660  -0.30
H  -0.2229  0.5632  2.1310  0.01

Properties
* 2S+1: 1
* HOMO-LUMO gap: 5.71 eV
* SMILES: [O-]CNCCC[S-]
* charge: -2
* lowest unoccupied orbital energy: 0.2201 Eh
* E_tot: -685.89410 hartree
* energy relative to the best compared isomer or geometry (same formula, charge and spin): 0.663 eV

5.
An isolated molecule of C4H9NOS. Source: OMol25; level of theory: ωB97M-V/def2-TZVPD.

Each line ends with the Löwdin charge.
Cartesian coordinates (Å):
H  -2.0206  0.5010  0.5891  0.09
C  0.6850  -0.2633  -1.5840  -0.25
O  1.2306  1.7921  0.7293  -0.12
H  -1.3248  0.9579  -1.4872  0.13
C  -0.4238  0.6369  -0.9397  -0.23
C  -0.1343  1.5322  0.2755  -0.34
H  -0.5424  -1.2501  -2.8412  0.04
H  1.5101  -0.2422  -0.7787  0.12
H  0.4695  -1.9015  0.7428  -0.17
H  -0.8879  2.3249  0.4704  0.13
S  -0.2168  -1.0830  1.5202  0.73
H  -0.6994  -1.8670  -1.3521  0.06
C  -0.9733  0.2104  0.4743  -0.53
H  1.2251  0.1480  -2.5713  0.15
H  1.3241  1.7267  1.8591  0.21
N  -0.0502  -1.4434  -2.0207  -0.02

Properties
* 2S+1: 1
* HOMO-LUMO gap: 9.49 eV
* SMILES: NC[C@@H]1[C@H](O)[C@@H]1S
* charge: 0
* lowest unoccupied orbital energy: 0.0221 Eh
* E_tot: -685.87525 hartree
* energy relative to the best compared isomer or geometry (same formula, charge and spin): 3.910 eV

6.
A cluster of 2 separate species, C4H9NOS in total. Source: OMol25; level of theory: ωB97M-V/def2-TZVPD.

Each line ends with the Löwdin charge.
Cartesian coordinates (Å):
H  -0.0699  2.2841  2.2405  0.06
C  1.8090  -1.3837  -2.5248  -0.32
H  -1.9987  -0.5083  -0.1176  0.10
H  1.3011  -2.2427  -2.3155  0.01
H  -0.8023  0.9592  3.1084  0.07
C  -1.9272  0.1693  0.8284  -0.04
H  1.0444  0.8786  2.7439  0.10
H  -2.2997  1.0684  0.4675  0.05
O  -0.3742  -0.4704  -1.9127  -0.63
H  -2.2807  -0.3855  1.7217  0.09
C  -0.4837  0.5428  1.0632  -0.54
H  2.5946  -1.5150  -3.2323  0.03
H  2.4576  -0.9787  -1.7725  0.03
N  0.4293  0.4780  0.2644  0.20
S  0.5964  -0.1074  -2.9404  0.85
C  0.0041  1.2112  2.3778  -0.06

Properties
* 2S+1: 1
* HOMO-LUMO gap (spin up / spin down): 7.98 / 9.06 eV
* charge: 0
* lowest unoccupied orbital energy (spin up / spin down): -0.0145 / 0.0258 Eh
* E_tot: -685.84043 hartree
* energy relative to the best compared isomer or geometry (same formula, charge and spin): 4.858 eV